No. 1
Computed, not measured: C5H5BrO in the gas phase at a distorted geometry, with ωB97M-V/def2-TZVPD.

The calculation puts the energy above the lowest of the compared OMol25 structures with the same formula, charge and spin at 319.4 kJ/mol. For the electronic energy, the calculation gives -2842.577958 hartree. Its SMILES is CC(=O)C=C=CBr. For the LUMO energy (spin up / spin down), the calculation gives -0.52 / -0.72 eV.

Each line ends with the Mulliken charge.
CARTESIAN COORDINATES (ANGSTROEM)
C  -1.44168  0.13200  0.48623  -1.1473
C  -0.22792  -0.77756  0.46974  0.6915
O  -0.02150  -1.80132  1.04666  -0.4836
C  0.90698  -0.10884  -0.33206  -0.0594
C  2.16794  -0.29271  -0.06468  -0.0526
C  3.84006  -0.44821  -0.37938  -0.4395
Br  4.90312  0.21717  1.10941  -0.1054
H  -1.82505  0.08234  -0.58259  0.3066
H  -1.19001  1.06586  0.74205  0.4041
H  -2.00772  -0.35273  1.27148  0.3089
H  0.72522  0.60528  -1.21873  0.2704
H  4.14651  -1.41619  -0.58880  0.3062

Force components x, y, z for each atom (eV/Å):
-0.6 -5.1 -1.5
1.7 2.0 -0.6
-0.7 -0.3 0.1
0.6 0.9 -1.6
6.8 -1.5 -1.6
-7.1 2.9 3.4
-0.4 0.0 -0.8
-0.1 0.1 1.5
1.0 3.6 0.8
-1.1 0.3 -0.3
-0.1 -1.1 1.5
0.2 -1.8 -0.8

---

No. 2
Computed, not measured: a molecular structure, C34H46N4O2PPd at a distorted geometry, with ωB97M-V/def2-TZVPD.

For the electronic energy, the calculation gives -2161.514202 hartree. Its total charge is +1. For the LUMO energy (spin up / spin down), the calculation gives -5.57 / -5.62 eV.

Each line ends with the Mulliken charge.
CARTESIAN COORDINATES (ANGSTROEM)
Pd  -0.06806  -0.05992  -0.09333  0.1651
O  6.33487  0.36080  2.68138  -0.7002
C  5.30938  0.40560  3.38694  0.4414
O  5.07697  0.47822  4.60837  -0.7007
C  3.98606  0.32809  2.52652  -0.6624
C  4.04805  0.18433  1.14476  -0.8888
C  2.88025  0.13788  0.42138  0.6433
N  1.69185  0.22726  1.03135  0.5406
C  1.60599  0.31130  2.36530  0.8246
C  2.74009  0.37140  3.14145  -1.0011
C  0.22120  0.22081  2.90870  0.0185
C  -0.09403  0.45867  4.23322  -0.8199
C  -1.37790  0.18317  4.67933  -0.6066
C  -2.30727  -0.35120  3.80237  -1.3504
C  -1.93595  -0.52564  2.48410  -0.6987
N  -0.71895  -0.20433  2.05160  0.9174
C  2.80848  -0.07299  -1.05168  0.1797
C  3.91183  -0.01231  -1.88315  -0.8662
C  3.76230  -0.31180  -3.22818  -0.5764
C  2.51994  -0.68381  -3.71248  -1.0817
C  1.45698  -0.70155  -2.83280  -0.6052
N  1.60267  -0.37809  -1.54915  0.8629
H  5.02666  0.09656  0.68856  0.6252
H  2.71269  0.42668  4.22489  0.6102
H  0.66071  0.83780  4.91067  0.5073
H  -1.64102  0.36547  5.71543  0.4689
H  -3.30338  -0.62247  4.12729  0.4922
H  -2.60949  -0.94429  1.74729  1.0266
H  4.87847  0.26133  -1.48028  0.5117
H  4.61834  -0.27028  -3.89019  0.4617
H  2.37371  -0.95468  -4.74962  0.4901
H  0.46235  -0.99638  -3.14195  0.7639
C  0.64172  -5.24334  -0.81564  -1.5710
C  -0.52532  -4.63378  -0.02571  1.4948
C  -1.86270  -5.07195  -0.63947  -1.5803
C  -0.45068  -5.07383  1.44371  -1.5236
C  -0.42422  -3.15939  -0.08458  0.4057
C  -0.34927  -1.96469  -0.15805  -0.3463
H  0.56772  -6.33336  -0.79486  0.4181
H  1.60061  -4.95389  -0.38170  0.3491
H  0.61872  -4.91606  -1.85722  0.3484
H  -1.94026  -6.16142  -0.60312  0.4068
H  -1.93618  -4.75438  -1.68183  0.3736
H  -2.70402  -4.64668  -0.08791  0.3560
H  -0.53946  -6.16127  1.50523  0.4160
H  -1.26114  -4.62867  2.02499  0.3266
H  0.49987  -4.77927  1.89202  0.3587
C  -0.65378  2.12703  -3.68866  -1.7694
C  -1.06244  2.80563  -2.36958  2.3372
C  -1.54933  4.22807  -2.67169  -1.9172
C  0.19308  2.90041  -1.46747  -1.0644
P  -2.35408  1.68454  -1.57040  -0.1775
N  -1.73407  0.26474  -1.04748  0.0097
C  -3.13440  2.57090  -0.09052  2.0962
C  -4.12504  3.66913  -0.49034  -1.8049
C  -1.99086  3.17583  0.74100  -1.7714
C  -3.85565  1.54162  0.80341  -1.5535
C  -3.65404  1.13711  -2.82598  1.7414
C  -3.05995  0.00929  -3.69825  -1.5206
C  -4.82328  0.51870  -2.03890  -1.7247
C  -4.18684  2.26708  -3.71359  -1.8189
H  0.22970  2.63588  -4.08173  0.6446
H  -1.43154  2.20034  -4.44440  0.2966
H  -0.40413  1.07707  -3.54894  0.2079
H  -0.78924  4.72179  -3.28514  0.5127
H  -1.66607  4.82350  -1.76747  0.3845
H  -2.48262  4.25356  -3.22784  0.3002
H  1.08813  2.97063  -2.08988  0.5355
H  0.34112  2.03223  -0.83141  -0.0314
H  0.17565  3.77150  -0.81894  0.3636
H  -3.70351  4.41668  -1.15628  0.2957
H  -4.43845  4.18309  0.42268  0.5261
H  -5.02131  3.25890  -0.95466  0.2922
H  -1.54080  4.04303  0.26545  0.1807
H  -1.20816  2.45285  0.96881  0.1976
H  -2.40017  3.50529  1.69823  0.6785
H  -4.85088  1.29835  0.44462  0.2825
H  -3.96254  1.96739  1.80501  0.5798
H  -3.29143  0.61812  0.88651  0.1596
H  -2.51810  -0.72321  -3.09586  0.1960
H  -2.40451  0.37845  -4.48376  0.2962
H  -3.88910  -0.51104  -4.18560  0.5298
H  -4.47980  -0.21264  -1.30471  0.2750
H  -5.46653  -0.00386  -2.75064  0.6428
H  -5.43422  1.27259  -1.54638  0.2585
H  -3.43935  2.64353  -4.40975  0.2966
H  -4.58592  3.10457  -3.14380  0.2979
H  -5.00675  1.86092  -4.31301  0.5128

Force components x, y, z for each atom (eV/Å):
0.5 -0.3 0.4
-0.6 0.1 0.5
0.1 -0.2 0.0
0.2 0.0 -0.8
0.3 0.0 0.2
0.2 0.1 -0.1
-0.1 0.1 -0.3
-0.1 -0.8 0.0
-0.3 0.1 0.0
0.0 0.1 0.2
0.5 0.0 -0.1
0.0 0.0 0.2
0.0 0.1 0.1
0.0 0.0 0.1
-0.1 -0.1 -0.2
-0.3 0.3 -1.0
0.1 0.1 0.5
0.2 0.0 -0.1
0.2 0.0 0.0
0.0 -0.1 0.0
-0.2 -0.1 -0.1
-1.3 0.4 0.1
0.0 0.0 0.1
0.1 0.0 -0.1
0.0 -0.1 -0.1
0.0 0.0 -0.1
0.1 0.0 0.0
0.1 0.0 0.0
-0.1 0.0 0.0
0.0 0.0 0.0
0.0 0.0 0.1
0.0 0.1 0.0
0.0 0.0 0.0
0.0 0.0 0.0
0.0 0.0 0.0
0.0 0.0 0.0
0.0 -0.3 0.0
0.2 1.0 0.1
0.0 0.1 0.0
0.0 0.0 0.0
0.0 0.0 0.0
0.0 0.1 0.0
0.0 0.0 0.1
0.0 0.0 0.0
0.0 0.1 0.0
0.0 0.0 0.0
0.0 0.0 0.0
0.1 0.1 0.0
0.0 -0.2 0.1
0.2 0.1 0.0
-0.1 0.3 -0.4
0.5 -0.7 0.7
-0.1 -0.2 -0.3
0.0 -0.1 -0.3
0.0 0.0 0.2
-0.3 0.1 0.0
0.0 0.1 0.0
0.2 -0.2 0.1
-0.1 -0.1 0.0
0.0 0.0 0.0
0.0 -0.1 0.0
0.0 0.0 0.0
0.0 0.0 0.0
0.0 0.0 0.0
0.0 0.0 0.0
0.0 0.0 0.0
0.0 0.0 0.0
0.0 0.0 0.0
0.1 -0.3 0.2
0.0 0.0 0.0
0.0 0.0 0.0
-0.1 0.0 0.0
0.0 0.0 0.0
0.0 0.0 0.0
0.1 -0.1 0.0
0.0 0.0 0.0
0.0 0.0 0.0
0.0 0.0 0.0
0.0 0.2 -0.2
-0.1 0.1 0.0
0.0 0.0 0.0
0.0 0.1 0.0
0.0 0.0 -0.1
0.0 0.0 0.0
0.0 0.0 0.0
0.0 0.0 0.0
0.0 0.0 0.0
0.0 0.0 0.0

---

No. 3
Computed, not measured: 2 unconnected molecules or ions with the total composition C3H7NO at a distorted geometry, with ωB97M-V/def2-TZVPD.

The calculation puts the energy above the lowest of the compared OMol25 structures with the same formula, charge and spin at 781.2 kJ/mol. For the electronic energy, the calculation gives -248.228965 hartree. For the LUMO energy (spin up / spin down), the calculation gives -0.49 / -0.44 eV.

Each line ends with the Mulliken charge.
CARTESIAN COORDINATES (ANGSTROEM)
C  -0.78625  -0.60652  0.33037  -0.1482
C  -0.68569  -2.08182  0.65513  -0.8589
C  0.68191  1.96484  -0.14724  -0.7091
N  1.32693  0.55443  -0.09903  0.1093
O  1.86248  0.28863  -1.14991  -0.3665
H  -1.84303  -0.26834  0.48893  0.2179
H  0.04697  -1.96103  1.45814  0.2664
H  -0.13311  -2.67920  -0.04257  0.3016
H  -1.64650  -2.54050  0.83798  0.2981
H  1.30764  2.58140  -0.70331  0.4072
H  -0.26967  2.01452  -0.58345  0.2309
H  0.56851  2.27319  0.95450  0.2515

Force components x, y, z for each atom (eV/Å):
-0.8 -1.4 -0.5
-0.6 2.2 -0.5
0.2 -1.3 3.3
0.5 1.1 -0.8
-0.5 0.0 0.6
0.4 -0.2 0.2
-0.2 -0.4 0.8
0.5 0.0 -0.7
0.1 -0.4 0.7
1.4 1.1 -0.7
-1.4 -0.5 -0.7
0.3 -0.3 -1.7

---

electronic energy of number 2 (C34H46N4O2PPd)? -2161.514202 hartree